# C14H22CeClO5P

A structure of composition C14H22CeClO5P in a non-equilibrium geometry (ωB97M-V with the def2-TZVPD basis set, OMol25).

Element x y z (Å)
Cl  3.484162  1.218313  0.161602
C  0.878548  3.098832  -2.468985
C  -0.021638  2.131296  -3.048528
C  0.755168  1.074260  -3.602483
H  -1.107102  2.189011  -3.038027
C  2.147525  1.357610  -3.386330
C  2.222411  2.625693  -2.694688
H  3.149232  3.156070  -2.463313
H  0.604494  4.009267  -1.929440
H  0.380293  0.205194  -4.139731
C  3.308395  0.530824  -3.856368
Ce  1.173734  1.078430  -1.048353
C  -1.224079  2.522258  -0.246943
C  1.341028  2.406836  1.573212
O  -2.125519  3.093257  0.184881
O  1.707678  2.703902  2.624382
H  3.012298  -0.524943  -3.924937
H  4.168756  0.579282  -3.173308
H  3.644798  0.903926  -4.835462
C  -2.052172  0.551096  4.189135
C  -0.825983  0.387822  3.315872
O  -1.079720  -0.564880  2.213155
P  -0.920715  -0.130472  0.613974
O  -2.349874  -0.661918  0.053285
C  -2.923381  -2.024299  0.196437
C  -3.697752  -2.180169  1.472202
O  0.220292  -1.174678  -0.124154
C  1.538361  -2.092967  -0.098274
C  1.405289  -3.333641  0.745423
H  -2.928182  0.803569  3.598114
H  -1.896765  1.392254  4.874497
H  -2.277780  -0.340350  4.774221
H  -0.523762  1.370472  2.932849
H  0.015093  0.000762  3.904476
H  -3.574283  -2.140053  -0.671779
H  -2.087075  -2.718251  0.098497
H  -4.366884  -1.336478  1.642845
H  -4.358105  -3.042466  1.400245
H  -3.016037  -2.321767  2.313446
H  1.647510  -2.355787  -1.150602
H  2.357784  -1.442853  0.215729
H  0.879133  -4.093016  0.157608
H  2.404538  -3.732734  0.942655
H  0.910286  -3.178518  1.702962

Cartesian forces (eV/Å) of the 6 atoms listed first:
-0.8 -0.3 -0.9
1.2 -0.3 -1.1
0.8 0.2 -0.5
0.5 0.7 0.0
0.2 0.0 0.0
-0.5 0.8 -0.6

## Properties
Charge: +2
ΔE to the lowest compared entry with this formula, charge and spin: 0.0 kJ/mol
HOMO level (alpha / beta): -16.49 / -16.71 eV

Want to see where the charge sits? The Löwdin charges in e are: Cl 0.238; C -0.150; C -0.125; C -0.081; H 0.144; C -0.350; C -0.119; H 0.155; H 0.148; H 0.156; C 0.012; Ce 0.827; C -0.033; C -0.050; O 0.174; O 0.144; H 0.103; H 0.103; H 0.125; C -0.054; C -0.248; O -0.268; P 0.853; O -0.279; C -0.206; C -0.063; O -0.448; C -0.135; C -0.043; H 0.082; H 0.097; H 0.091; H 0.069; H 0.131; H 0.129; H 0.113; H 0.093; H 0.095; H 0.076; H 0.125; H 0.075; H 0.097; H 0.106; H 0.094



# C5H11NO

The molecule C5H11NO in a non-equilibrium geometry (ωB97M-V with the def2-TZVPD basis set, OMol25).

Element x y z (Å)
C  -2.177663  -0.509106  1.096899
N  -1.079775  -1.232109  0.381698
C  0.119568  -0.586632  -0.034345
C  0.178358  0.868820  -0.326131
C  1.437299  1.366364  0.617258
C  0.573906  1.000151  -1.780252
O  1.150871  -1.240822  -0.081170
H  -1.976732  -0.471833  2.317569
H  -3.122263  -1.100410  1.098103
H  -2.193410  0.482923  0.615447
H  -1.072545  -2.251595  0.639733
H  -0.830667  1.457356  -0.241398
H  2.129649  2.059913  -0.036640
H  0.997313  1.965410  1.450744
H  1.804976  0.516365  1.041122
H  0.545360  2.050908  -1.988905
H  -0.231082  0.486450  -2.389715
H  1.512055  0.518266  -1.969161

Cartesian forces (eV/Å) of the 6 atoms listed first:
1.2 -0.8 2.1
-0.6 0.1 0.6
-1.0 -2.7 1.8
0.1 1.5 0.9
-3.0 4.1 -2.2
-1.9 -0.8 -0.5

## Properties
Charge: 0
Structure (SMILES): CNC(=O)C(C)C
ΔE to the lowest compared entry with this formula, charge and spin: 178.2 kJ/mol
HOMO level: -9.34 eV

Want to see where the charge sits? The Löwdin charges in e are: C -0.104; N -0.005; C -0.500; C -0.324; C -0.011; C -0.092; O 0.038; H 0.124; H 0.070; H 0.052; H 0.147; H 0.144; H 0.118; H 0.073; H 0.016; H 0.070; H 0.107; H 0.077



# C28H43AuN9O4S

A structure of composition C28H43AuN9O4S (ωB97M-V with the def2-TZVPD basis set, OMol25).

Element x y z (Å)
Au  0.361730  0.109287  -1.937576
C  4.503244  -1.707173  -0.373216
N  4.249302  -1.733947  -1.800157
C  5.432181  -1.938541  -2.619737
C  3.099223  -1.229360  -2.338282
N  2.396252  -0.278242  -1.767857
C  3.028343  0.736014  -0.993259
C  4.129150  1.367557  -1.525504
C  4.701447  2.491170  -0.910951
C  4.134449  3.010020  0.213813
C  2.991621  2.407557  0.790201
C  2.380096  3.007191  1.914994
C  1.258318  2.459378  2.465062
C  0.757331  1.248641  1.968599
C  1.360279  0.585413  0.916863
N  0.849887  -0.654072  0.503053
C  0.576631  -1.582795  1.374328
N  -0.337748  -2.556316  1.080825
C  -0.214344  -3.914113  1.587057
C  -1.242416  -2.425746  -0.037886
N  1.182622  -1.746720  2.611260
C  2.531352  -1.285029  2.879681
C  0.369725  -1.904800  3.805171
C  2.450556  1.213306  0.227064
N  2.682581  -1.826435  -3.485052
C  2.902490  -3.240033  -3.742011
C  1.898864  -1.147401  -4.497565
H  4.947618  -2.662187  -0.084166
H  3.563830  -1.584069  0.157713
H  5.183839  -0.900675  -0.087286
H  6.170137  -1.158027  -2.405445
H  5.185112  -1.891059  -3.675879
H  5.885487  -2.907419  -2.403228
H  4.526600  1.013641  -2.469396
H  5.564650  2.960425  -1.364392
H  4.541593  3.897514  0.681288
H  2.802148  3.922528  2.309456
H  0.762762  2.936444  3.301022
H  -0.116131  0.801039  2.428103
H  0.687156  -4.017348  2.182062
H  -0.159400  -4.611299  0.746683
H  -1.077170  -4.193376  2.196801
H  -1.355531  -1.377856  -0.288332
H  -2.215244  -2.843252  0.233058
H  -0.872113  -2.963705  -0.918007
H  3.096593  -1.216698  1.955817
H  3.017204  -2.014734  3.531536
H  2.558034  -0.308905  3.371007
H  -0.652622  -2.161993  3.542289
H  0.356187  -0.969163  4.376998
H  0.779895  -2.687043  4.447754
H  3.287753  -3.731770  -2.853677
H  3.602356  -3.397943  -4.566843
H  1.952342  -3.702044  -4.019454
H  1.948184  -0.071364  -4.359489
H  0.851298  -1.463209  -4.478968
H  2.307833  -1.395385  -5.480010
C  -6.352565  3.094255  4.165195
C  -5.726909  2.017386  3.291415
S  -5.139575  2.771598  1.766599
O  -6.132522  3.667901  1.247151
O  -3.804134  3.280110  1.980566
C  -4.974548  1.392264  0.587377
C  -4.666046  1.981681  -0.804167
N  -3.603936  1.252925  -1.502135
C  -2.286323  1.527289  -1.444089
N  -1.604064  0.652116  -2.188872
C  -2.497189  -0.214392  -2.735245
C  -3.744834  0.142572  -2.322115
N  -4.952266  -0.581837  -2.566296
O  -4.867040  -1.510080  -3.343953
O  -5.969656  -0.229777  -1.992232
C  -1.674809  2.661253  -0.718816
H  -6.714888  2.659657  5.094670
H  -7.188735  3.562428  3.649295
H  -5.622418  3.867666  4.402602
H  -6.450120  1.252064  3.007607
H  -4.848973  1.562943  3.748342
H  -5.906788  0.831045  0.578113
H  -4.161661  0.768093  0.958507
H  -4.375469  3.028411  -0.722945
H  -5.558917  1.922467  -1.409641
H  -2.208825  -1.010257  -3.398463
H  -1.771365  3.573194  -1.314933
H  -0.614137  2.462526  -0.572676
H  -2.144839  2.848587  0.243222

Cartesian forces (eV/Å) of the 6 atoms listed first:
0.2 0.2 -0.6
-0.1 0.0 0.0
0.0 0.2 0.0
0.0 0.0 0.0
0.0 -0.2 0.0
-0.2 0.0 -0.1

## Properties
Charge: +1
ΔE to the lowest compared entry with this formula, charge and spin: 13.6 kJ/mol
HOMO level: -9.75 eV

Want to see where the charge sits? The Löwdin charges in e are: Au 0.911; C -0.034; N -0.149; C -0.039; C -0.383; N -0.034; C -0.246; C -0.028; C -0.062; C -0.032; C -0.156; C -0.037; C -0.069; C -0.049; C -0.270; N 0.084; C -0.367; N -0.150; C -0.048; C -0.068; N -0.166; C -0.036; C -0.056; C -0.065; N -0.152; C -0.043; C -0.077; H 0.101; H 0.061; H 0.101; H 0.096; H 0.088; H 0.097; H 0.118; H 0.111; H 0.116; H 0.115; H 0.110; H 0.116; H 0.089; H 0.091; H 0.093; H 0.038; H 0.094; H 0.091; H 0.064; H 0.098; H 0.093; H 0.086; H 0.091; H 0.094; H 0.095; H 0.093; H 0.095; H 0.070; H 0.070; H 0.095; C -0.112; C -0.289; S 0.644; O -0.290; O -0.325; C -0.187; C -0.120; N 0.064; C -0.299; N -0.074; C -0.041; C -0.122; N -0.330; O 0.113; O 0.094; C 0.031; H 0.084; H 0.079; H 0.086; H 0.102; H 0.103; H 0.102; H 0.111; H 0.126; H 0.124; H 0.127; H 0.111; H 0.066; H 0.071



# C5H13N3

The molecule C5H13N3 in a non-equilibrium geometry (ωB97M-V with the def2-TZVPD basis set, OMol25).

Element x y z (Å)
C  -0.787221  0.356111  -0.116648
C  -1.182604  1.663909  -0.717460
C  -1.571709  -0.051270  1.088060
C  0.508136  -1.845546  0.074804
N  1.379957  0.541743  -0.122760
C  0.308643  -0.497428  -0.609133
N  2.404251  0.322388  0.828303
N  0.055112  -0.646374  -1.959600
H  1.741967  1.042317  -0.932064
H  2.097857  0.640927  1.741626
H  2.633698  -0.665228  0.884600
H  -0.017158  0.248248  -2.438984
H  -0.536069  1.969070  -1.535895
H  -2.208019  1.590163  -1.097010
H  -1.185913  2.442145  0.049865
H  -2.002262  -1.042867  0.926526
H  -0.919369  -0.128728  1.962162
H  -2.375069  0.644346  1.329445
H  0.609495  -1.778239  1.159163
H  1.386467  -2.314788  -0.368468
H  -0.340188  -2.490896  -0.146532

Cartesian forces (eV/Å) of the 6 atoms listed first:
-0.8 -0.6 0.4
0.1 -0.2 -0.3
-0.3 -0.1 -0.2
-0.1 0.2 -0.1
0.3 -0.1 -0.7
0.3 1.6 1.7

## Properties
Charge: 0
ΔE to the lowest compared entry with this formula, charge and spin: 464.0 kJ/mol
HOMO level (alpha / beta): -6.89 / -8.02 eV

Want to see where the charge sits? The Löwdin charges in e are: C -0.188; C -0.063; C -0.038; C -0.051; N -0.055; C -0.705; N -0.007; N 0.116; H 0.102; H 0.066; H 0.059; H 0.005; H 0.071; H 0.096; H 0.092; H 0.095; H 0.092; H 0.080; H 0.069; H 0.083; H 0.081